(1)
C49H42BrGeI2N4O4S2Ti | ωB97M-V with the def2-TZVPD basis set

Element x y z (Å)
Ti -0.27 -0.83 -0.72
O 1.63 -2.38 -1.17
S 1.10 -3.27 -0.14
O 0.56 -4.50 -0.62
N 0.05 -2.32 0.65
C -1.10 -3.12 1.00
C -1.26 -3.82 2.15
C -2.38 -4.67 2.30
C -3.28 -4.84 1.29
C -3.11 -4.14 0.06
C -3.93 -4.29 -1.07
C -3.65 -3.58 -2.20
C -2.58 -2.68 -2.20
N -1.79 -2.50 -1.16
C -2.03 -3.26 -0.05
C 2.41 -3.67 0.96
C 3.40 -4.53 0.48
C 4.45 -4.86 1.31
C 4.52 -4.34 2.60
C 3.54 -3.48 3.06
C 2.47 -3.14 2.25
H -0.52 -3.75 2.94
H -2.51 -5.22 3.23
H -4.12 -5.51 1.40
H -4.78 -4.96 -1.03
H -4.26 -3.67 -3.09
H -2.38 -2.07 -3.07
H 3.33 -4.93 -0.52
H 5.23 -5.53 0.96
H 5.35 -4.61 3.25
H 3.60 -3.06 4.06
H 1.69 -2.48 2.59
I -3.50 2.95 -1.98
C -2.08 1.93 -3.10
C -1.79 2.46 -4.39
C -0.91 1.85 -5.23
I -0.43 2.78 -7.03
C -0.33 0.60 -4.86
C 0.49 -0.20 -5.68
C 0.93 -1.41 -5.24
C 0.57 -1.84 -3.95
N -0.17 -1.12 -3.14
C -0.62 0.10 -3.58
C -1.43 0.82 -2.65
O -1.51 0.32 -1.39
H -2.28 3.37 -4.69
H 0.75 0.15 -6.68
H 1.54 -2.05 -5.86
H 0.88 -2.81 -3.57
C -2.17 0.37 4.77
C -2.87 0.17 3.45
C -4.12 0.70 3.18
C -4.69 0.51 1.94
C -3.98 -0.20 0.99
Br -4.79 -0.49 -0.70
N -2.78 -0.72 1.20
C -2.26 -0.54 2.43
H -2.85 0.73 5.53
H -1.37 1.12 4.65
H -1.71 -0.55 5.12
H -4.64 1.28 3.94
H -5.67 0.91 1.69
H -1.30 -1.00 2.60
C 3.84 -0.37 -0.74
S 2.67 -0.23 -2.07
C 3.20 1.36 -2.66
O 1.30 0.16 -1.42
H 3.79 -1.38 -0.33
H 3.58 0.38 0.00
H 4.83 -0.18 -1.15
H 4.13 1.21 -3.22
H 3.34 2.04 -1.82
H 2.42 1.73 -3.32
C 1.26 0.17 2.80
Ge 0.42 0.92 1.17
C -0.83 2.26 1.91
C -2.12 2.44 1.40
C -2.93 3.47 1.85
C -2.47 4.34 2.83
C -1.19 4.17 3.35
C -0.38 3.14 2.89
C 1.81 2.26 0.64
C 3.00 2.33 1.33
C 3.98 3.31 1.04
C 3.76 4.24 0.07
C 2.55 4.22 -0.67
C 2.32 5.17 -1.70
C 1.16 5.14 -2.43
C 0.19 4.15 -2.16
C 0.40 3.22 -1.19
C 1.58 3.23 -0.40
H 1.47 0.99 3.49
H 2.20 -0.34 2.58
H 0.59 -0.53 3.30
H -2.48 1.77 0.63
H -3.93 3.60 1.44
H -3.10 5.15 3.18
H -0.82 4.85 4.11
H 0.62 3.05 3.29
H 3.20 1.63 2.13
H 4.90 3.32 1.61
H 4.50 5.00 -0.15
H 3.07 5.93 -1.89
H 0.98 5.88 -3.20
H -0.73 4.14 -2.74
H -0.36 2.47 -0.99

Values from the calculation:
* relative energy (zero: lowest compared OMol25 entry of this formula, charge and spin): 0.2 kcal/mol
* strongest force on any atom: 1.5 eV/Å
* charge: +1
* E_tot: -253188.6484 eV
* highest occupied orbital energy: -10.1 eV

***

(2)
C49H44As2IrN3O4PS2 | ωB97M-V with the def2-TZVPD basis set

Element x y z (Å)
Ir 0.89 0.44 0.09
O -0.87 -3.29 -0.38
C -0.52 -2.25 0.13
O 0.66 -1.69 -0.08
C -1.49 -1.57 1.12
P -0.73 -0.02 1.69
C -0.14 -0.54 3.32
C -0.78 -0.18 4.51
C -0.40 -0.77 5.71
C 0.61 -1.72 5.73
C 1.23 -2.10 4.55
C 0.85 -1.52 3.35
C -1.89 1.34 1.94
C -3.08 1.40 1.22
C -3.89 2.52 1.31
C -3.52 3.59 2.12
C -2.33 3.53 2.83
C -1.52 2.41 2.75
H -1.53 -2.23 1.98
H -2.49 -1.50 0.71
H -1.59 0.53 4.51
H -0.90 -0.48 6.62
H 0.91 -2.17 6.67
H 2.02 -2.84 4.55
H 1.34 -1.82 2.43
H -3.38 0.58 0.58
H -4.81 2.56 0.75
H -4.16 4.46 2.19
H -2.04 4.36 3.46
H -0.59 2.39 3.30
C 1.97 1.88 -3.03
C 0.83 1.03 -3.53
As -0.25 0.22 -2.10
C -0.65 -1.40 -3.09
C 0.21 -2.48 -3.06
C 0.03 -3.53 -3.96
C -1.00 -3.48 -4.88
C -1.85 -2.38 -4.93
C -1.66 -1.33 -4.05
C -1.91 1.21 -2.16
C -1.90 2.58 -2.42
C -3.08 3.30 -2.43
C -4.29 2.66 -2.20
C -4.31 1.29 -1.94
C -3.12 0.57 -1.92
As 2.78 1.08 -1.44
C 4.09 2.47 -1.14
C 5.45 2.19 -1.19
C 6.37 3.21 -1.05
C 5.94 4.52 -0.84
C 4.58 4.80 -0.79
C 3.66 3.78 -0.94
C 3.75 -0.45 -2.06
C 4.49 -0.43 -3.24
C 5.15 -1.57 -3.67
C 5.07 -2.74 -2.91
C 4.33 -2.76 -1.74
C 3.67 -1.62 -1.31
H 1.66 2.88 -2.74
H 2.76 1.99 -3.77
H 1.21 0.18 -4.09
H 0.13 1.56 -4.17
H 1.01 -2.53 -2.34
H 0.69 -4.38 -3.93
H -1.15 -4.31 -5.57
H -2.64 -2.33 -5.66
H -2.32 -0.47 -4.11
H -0.96 3.09 -2.64
H -3.07 4.36 -2.65
H -5.21 3.21 -2.22
H -5.25 0.78 -1.77
H -3.14 -0.50 -1.74
H 5.79 1.17 -1.32
H 7.43 2.99 -1.09
H 6.67 5.31 -0.73
H 4.24 5.81 -0.63
H 2.60 4.01 -0.91
H 4.57 0.48 -3.83
H 5.72 -1.55 -4.58
H 5.58 -3.63 -3.25
H 4.27 -3.67 -1.15
H 3.09 -1.64 -0.39
N 3.80 3.83 7.36
C 3.76 3.11 6.20
C 2.84 2.06 6.04
C 2.79 1.34 4.87
C 3.65 1.67 3.82
C 4.57 2.71 3.96
C 4.62 3.42 5.14
S 3.55 0.78 2.32
O 4.52 1.34 1.42
O 3.55 -0.63 2.54
N 2.02 1.15 1.81
C 1.65 2.42 1.55
S 1.96 3.96 2.24
C 0.84 4.66 1.11
C 0.30 3.72 0.30
N 0.77 2.45 0.56
H 3.33 3.48 8.17
H 4.58 4.44 7.53
H 2.18 1.80 6.86
H 2.09 0.52 4.76
H 5.23 2.94 3.13
H 5.34 4.23 5.25
H 0.63 5.71 1.13
H -0.46 3.87 -0.44

Values from the calculation:
* relative energy (zero: lowest compared OMol25 entry of this formula, charge and spin): 16.7 kcal/mol
* strongest force on any atom: 0.9 eV/Å
* charge: +1
* E_tot: -219660.2470 eV
* highest occupied orbital energy: -10.4 eV

***

Number 1: LUMO -2.92 eV. Number 2: LUMO -2.32 eV.